No. 1
C82H191N13O13 | ωB97M-V/def2-TZVPD

Geometry as ORCA input:
```
! RIJCOSX wB97M-V def2-TZVPD def2/J DEFGRID3
* xyz 0 1
C -1.826 7.643 0.035
C -0.352 7.294 0.281
C 0.320 8.685 0.129
C 0.346 9.579 1.371
C 0.885 8.684 2.584
C 0.193 7.335 2.862
N 0.121 6.649 1.535
O -0.351 5.357 1.698
C 1.133 6.603 3.876
C -1.234 7.631 3.410
C 0.115 6.385 -0.993
H -2.156 8.522 0.590
H -2.538 6.827 0.156
H -1.947 7.929 -1.010
H 1.351 8.488 -0.163
H 0.036 9.251 -0.757
H -0.638 9.994 1.590
H 0.998 10.443 1.253
H 0.524 9.348 3.370
H 1.974 8.740 2.588
H 1.903 6.091 3.298
H 1.677 7.292 4.521
H 0.506 6.078 4.597
H -1.113 7.837 4.474
H -1.788 8.430 2.917
H -1.929 6.801 3.280
H -0.533 5.535 -1.207
H 1.116 5.981 -0.844
H 0.176 6.920 -1.940
H 0.405 4.886 1.339
C 2.674 -7.759 -1.130
C 1.797 -6.751 -0.353
C 0.300 -6.962 -0.646
C -0.194 -8.225 -0.046
C -0.123 -8.168 1.436
C 1.318 -7.766 2.001
N 1.983 -6.804 1.089
O 3.321 -6.502 1.576
C 1.058 -7.114 3.380
C 2.214 -9.066 2.177
C 2.111 -5.360 -0.872
H 2.627 -7.672 -2.215
H 2.406 -8.785 -0.876
H 3.702 -7.630 -0.791
H -0.279 -6.060 -0.447
H 0.209 -7.068 -1.727
H 0.338 -9.068 -0.488
H -1.256 -8.275 -0.285
H -0.485 -9.147 1.751
H -0.873 -7.529 1.903
H 0.899 -7.812 4.202
H 2.018 -6.717 3.709
H 0.327 -6.305 3.358
H 1.582 -9.783 2.701
H 2.463 -9.491 1.205
H 3.082 -8.767 2.764
H 1.607 -5.146 -1.815
H 3.160 -5.281 -1.155
H 1.837 -4.610 -0.131
H 3.204 -5.578 1.807
C 5.105 -0.952 2.350
C 6.199 0.197 2.357
C 7.142 0.158 1.151
C 6.525 0.482 -0.162
C 5.965 1.917 -0.045
C 4.926 2.129 1.153
N 5.511 1.537 2.379
O 4.767 1.766 3.502
C 4.791 3.678 1.345
C 3.521 1.660 0.812
C 6.951 0.074 3.724
H 4.550 -1.025 1.414
H 4.306 -0.811 3.078
H 5.491 -1.961 2.494
H 8.034 0.751 1.353
H 7.447 -0.864 0.925
H 5.686 -0.203 -0.284
H 7.203 0.387 -1.010
H 5.398 1.955 -0.975
H 6.844 2.556 -0.120
H 5.723 4.207 1.546
H 4.394 4.083 0.414
H 4.135 3.762 2.211
H 3.096 2.174 -0.050
H 3.536 0.617 0.495
H 2.746 1.646 1.578
H 7.542 -0.842 3.757
H 6.276 0.050 4.580
H 7.617 0.924 3.869
H 5.213 2.544 3.845
C -5.848 1.523 5.780
C -5.014 2.169 4.699
C -3.859 1.102 4.297
C -3.232 1.342 2.961
C -4.317 1.518 1.885
C -5.344 2.609 2.152
N -5.895 2.403 3.557
O -7.058 3.233 3.792
C -4.599 3.977 2.012
C -6.564 2.562 1.140
C -4.346 3.431 5.293
H -6.598 2.273 6.032
H -5.417 1.327 6.762
H -6.306 0.600 5.426
H -2.967 1.108 4.924
H -4.225 0.076 4.328
H -2.613 0.501 2.648
H -2.500 2.147 3.039
H -4.780 0.542 1.741
H -3.829 1.760 0.941
H -3.538 3.959 2.261
H -4.723 4.375 1.005
H -4.970 4.848 2.553
H -7.284 3.375 1.233
H -6.203 2.660 0.116
H -6.990 1.564 1.241
H -5.153 4.155 5.411
H -3.635 3.861 4.588
H -3.814 3.236 6.224
H -7.798 2.671 3.549
C -0.422 4.591 -8.729
C -0.319 3.101 -8.425
C 1.175 2.633 -8.671
C 1.588 1.268 -7.981
C 1.360 1.367 -6.515
C -0.059 1.814 -6.145
N -0.509 2.967 -6.937
O -1.793 3.312 -6.607
C -0.971 0.589 -6.437
C -0.016 2.213 -4.650
C -1.317 2.241 -9.285
H -1.324 4.922 -8.215
H -0.765 4.748 -9.752
H 0.427 5.200 -8.419
H 1.160 2.391 -9.734
H 1.864 3.432 -8.399
H 2.651 1.135 -8.180
H 1.118 0.405 -8.454
H 2.069 2.095 -6.120
H 1.579 0.451 -5.965
H -1.014 -0.129 -5.618
H -2.027 0.719 -6.675
H -0.689 0.127 -7.383
H 0.694 1.626 -4.068
H 0.174 3.273 -4.478
H -1.001 2.078 -4.202
H -1.002 1.197 -9.258
H -1.443 2.483 -10.340
H -2.271 2.334 -8.766
H -1.673 4.014 -5.963
C -6.513 0.288 -2.718
C -5.828 -1.030 -3.243
C -4.285 -0.948 -2.982
C -3.877 -0.963 -1.499
C -4.368 -2.308 -0.876
C -5.867 -2.586 -1.031
N -6.220 -2.324 -2.475
O -7.535 -2.652 -2.789
C -6.001 -4.068 -0.774
C -6.746 -1.725 -0.054
C -5.989 -1.094 -4.813
H -6.157 1.160 -3.267
H -6.246 0.641 -1.722
H -7.593 0.261 -2.864
H -3.743 -1.671 -3.592
H -3.882 -0.037 -3.426
H -4.186 -0.065 -0.964
H -2.801 -0.995 -1.325
H -4.239 -2.193 0.200
H -3.600 -3.046 -1.107
H -7.032 -4.399 -0.901
H -5.298 -4.712 -1.302
H -5.770 -4.254 0.274
H -6.628 -0.660 -0.250
H -7.806 -1.972 -0.120
H -6.459 -2.023 0.954
H -5.518 -0.273 -5.354
H -7.067 -1.128 -4.973
H -5.618 -2.034 -5.222
H -7.475 -3.461 -3.302
C 2.431 -0.733 -2.237
C 3.643 -1.624 -2.441
C 4.808 -0.755 -3.003
O 4.518 -0.390 -4.359
C 5.531 0.345 -5.014
N 3.959 -2.279 -1.217
H 2.647 0.046 -1.505
H 1.528 -1.242 -1.900
H 2.190 -0.210 -3.162
H 3.415 -2.329 -3.240
H 5.734 -1.328 -2.944
H 5.068 0.069 -2.339
H 5.741 1.255 -4.452
H 5.138 0.393 -6.029
H 6.438 -0.249 -5.121
H 3.189 -2.845 -0.889
H 4.670 -2.994 -1.169
C 2.572 0.101 5.011
C 1.389 0.631 5.848
C 0.018 0.594 5.136
O -0.209 1.686 4.330
C -0.714 2.818 5.052
N 1.438 -0.068 7.132
H 2.449 0.443 3.983
H 2.562 -0.987 4.941
H 3.517 0.481 5.399
H 1.655 1.678 5.997
H -0.810 0.372 5.809
H -0.008 -0.306 4.522
H 0.097 3.115 5.716
H -1.511 2.608 5.765
H -0.897 3.727 4.478
H 2.262 0.161 7.670
H 0.590 0.129 7.644
C 1.164 -5.055 -6.689
C 0.639 -3.913 -5.887
C 0.882 -4.207 -4.348
O 0.556 -3.086 -3.520
C -0.807 -2.816 -3.240
N 1.444 -2.749 -6.265
H 1.052 -5.151 -7.769
H 0.646 -5.944 -6.328
H 2.231 -5.192 -6.514
H -0.404 -3.649 -6.063
H 1.957 -4.378 -4.297
H 0.449 -5.125 -3.951
H -0.918 -1.879 -2.694
H -1.191 -3.566 -2.549
H -1.422 -2.827 -4.141
H 1.292 -2.078 -5.525
H 2.397 -3.058 -6.135
C 0.355 -5.636 6.879
C -0.228 -4.189 7.092
C -0.015 -3.184 5.903
O -0.375 -3.838 4.675
C -1.636 -3.363 4.140
N -1.603 -4.441 7.451
H -0.155 -6.152 6.065
H 0.196 -6.122 7.841
H 1.438 -5.616 6.760
H 0.253 -3.730 7.956
H 1.037 -2.917 5.802
H -0.553 -2.276 6.175
H -1.860 -3.909 3.223
H -1.601 -2.280 4.020
H -2.394 -3.843 4.759
H -1.671 -5.226 8.083
H -2.194 -4.647 6.658
C -3.631 4.134 -2.072
C -3.844 4.347 -3.574
C -2.971 5.444 -4.182
O -1.600 5.224 -3.743
C -0.854 6.151 -4.512
N -3.634 3.038 -4.230
H -4.136 3.214 -1.778
H -4.011 4.993 -1.519
H -2.579 3.994 -1.821
H -4.889 4.615 -3.730
H -3.460 6.347 -3.817
H -3.121 5.507 -5.260
H 0.224 6.152 -4.348
H -1.245 7.169 -4.498
H -0.882 5.776 -5.535
H -2.631 2.940 -4.293
H -3.823 2.249 -3.628
C 6.719 -4.884 3.303
C 5.538 -5.308 4.276
C 4.259 -4.444 4.204
O 3.985 -4.084 2.872
C 2.799 -3.365 2.594
N 5.321 -6.707 4.033
H 6.901 -3.810 3.252
H 6.522 -5.088 2.251
H 7.606 -5.392 3.682
H 5.834 -5.195 5.319
H 4.276 -3.514 4.773
H 3.450 -5.043 4.622
H 1.841 -3.882 2.634
H 2.825 -2.802 1.661
H 2.741 -2.626 3.393
H 6.213 -6.979 3.644
H 4.789 -6.965 3.214
C -0.030 1.724 -0.893
C -0.577 1.372 0.483
C -0.210 -0.060 0.950
O -0.799 -1.095 0.191
C -0.466 -2.395 0.511
N -0.013 2.332 1.442
H 1.055 1.661 -0.984
H -0.389 2.696 -1.229
H -0.287 1.042 -1.703
H -1.660 1.484 0.423
H -0.453 -0.224 2.000
H 0.874 -0.091 0.840
H 0.607 -2.409 0.699
H -0.590 -2.974 -0.404
H -1.004 -2.752 1.389
H -0.120 1.993 2.387
H 0.997 2.351 1.421
*
```

Output
electronic energy	-4928.2513	Ha
energy above the lowest of the compared OMol25 structures with the same formula, charge and spin	540.39	kJ/mol
LUMO energy	0.4	eV
Kohn-Sham gap	8.386	eV



No. 2
C2H9NOS | ωB97M-V/def2-TZVPD

Geometry as ORCA input:
```
! RIJCOSX wB97M-V def2-TZVPD def2/J DEFGRID3
* xyz 0 1
C 2.402 -0.554 -2.100
S 2.666 -1.823 -0.832
H 2.890 0.376 -1.793
H 1.331 -0.367 -2.164
H 2.712 -0.748 -3.129
H 3.306 -2.686 -1.624
N -1.908 0.763 2.439
C -1.783 0.454 1.040
O -2.187 1.503 0.212
H -2.846 1.046 2.682
H -1.620 -0.054 2.964
H -2.380 -0.431 0.839
H -0.742 0.205 0.859
H -1.841 2.316 0.607
*
```

Output
electronic energy	-609.7477	Ha
energy above the lowest of the compared OMol25 structures with the same formula, charge and spin	56.67	kJ/mol
SMILES	NCO.CS
LUMO energy	0.8	eV
Kohn-Sham gap	9.922	eV



Which value of electronic energy does entry 2 give?
-609.7477 Ha